Entry 1:
13
Properties=species:S:1:pos:R:3:forces:R:3 method="wB97M-V/def2-TZVPD" total_energy_ha=-336.8514 relative_energy_ev=2.661 smiles="CN1C=NNC=N1" charge=0 multiplicity=1
H -0.34176 0.33822 2.00967 -0.4 0.5 1.5
C 0.49686 1.85722 0.17058 0.7 2.7 0.9
C -0.29058 -1.20225 -1.23906 0.3 0.2 -1.3
N -0.09645 -2.07887 -0.15599 -1.1 -1.5 -1.4
H -0.46623 2.34652 -0.10775 0.4 -0.4 0.5
C -0.11210 -0.24576 1.17918 0.5 -1.1 -3.4
H -0.69219 -2.95412 -0.26842 1.2 1.6 0.4
N 0.48595 0.45006 0.08229 0.0 -1.4 1.5
N -0.00399 0.02984 -1.13163 -0.5 -0.4 -1.4
H 0.85541 2.19966 1.20175 -0.8 -0.6 -1.2
H 1.24062 2.29730 -0.50706 -0.1 -0.4 0.0
N -0.44978 -1.46179 1.02336 -0.5 0.5 2.4
H -0.62576 -1.57604 -2.25692 0.3 0.4 1.6

***

Entry 2:
60
Properties=species:S:1:pos:R:3:forces:R:3 method="wB97M-V/def2-TZVPD" total_energy_ha=-1337.1188 relative_energy_ev=0.166 smiles=CCCCCCC[N+](CC)(CC)CCCCc1ccc(Cl)cc1 charge=+1 multiplicity=1
H -3.04927 -1.59164 1.89549 0.1 0.0 0.1
H 3.63533 1.32685 0.02770 0.1 0.1 0.0
C 1.09708 2.20302 2.56946 0.2 0.1 -0.2
H -3.36936 2.52333 -0.58981 -0.1 0.0 0.0
H -0.68962 -2.50512 -0.40025 0.1 0.0 0.1
C 2.53653 0.36234 1.59368 0.2 0.0 0.0
H 0.23138 0.90845 -3.57822 0.0 -0.1 -0.1
C -4.93909 -1.24979 0.92772 0.1 -0.1 0.2
C -1.41007 0.74097 -1.42692 -0.4 -0.7 -0.3
H 1.42540 3.05785 0.63193 0.0 0.1 -0.1
H -1.10426 1.38840 1.03271 0.0 -0.1 -0.1
H -5.04410 -3.13038 1.98449 0.0 -0.1 0.1
C -0.18411 1.60028 0.48633 0.3 0.0 0.7
H 1.38992 1.21977 -1.42217 -0.2 0.1 0.1
H -2.90980 -2.88298 -0.14978 -0.1 0.0 -0.1
H -6.52639 -2.68847 1.14091 -0.1 -0.1 0.0
H -1.07992 -1.15295 -2.35701 0.0 0.1 -0.1
C -0.77816 -0.65792 -1.43251 0.0 0.0 0.3
C 3.13294 0.42208 0.33906 0.0 -0.1 0.2
H 3.20512 2.31407 2.13512 0.0 0.0 0.0
H -1.72915 1.00895 -2.43398 0.0 0.1 0.1
H 1.49302 2.11533 -3.71081 0.1 0.0 0.0
H -0.17789 2.63108 -3.64960 -0.1 0.0 -0.1
H -5.35249 -0.64483 1.73779 -0.1 0.1 -0.1
H 0.38946 1.48829 2.99198 -0.1 0.0 0.1
C 0.57386 2.71038 1.21576 -0.1 -0.1 0.0
H 1.47013 -2.85651 1.47341 -0.1 -0.1 0.0
C -2.61885 3.23662 -0.26254 0.1 -0.2 -0.1
H 0.30985 -0.60890 -1.44718 0.1 0.0 -0.1
H -0.66678 3.95484 -0.76303 0.1 -0.1 -0.1
C -1.21321 -1.55830 -0.27071 -0.1 -0.1 -0.2
C 0.52721 1.90279 -3.25880 -0.1 0.0 0.2
H 3.57808 -0.61448 -1.48624 0.1 0.0 -0.1
N -0.55617 1.86627 -0.93571 -0.1 0.1 0.0
H -1.56531 3.27577 -2.12103 0.2 -0.1 0.0
H -5.30573 -0.83410 -0.01436 0.0 0.1 0.0
C -2.72996 -1.81180 -0.21957 0.2 0.1 0.3
H 1.13958 2.96294 -1.50844 -0.1 -0.1 0.1
H 1.51649 -0.91187 2.97953 -0.1 0.0 0.1
C 2.49311 1.56696 2.48870 -0.2 0.0 0.1
H -3.19712 -1.47193 -1.14644 -0.1 0.0 -0.1
H 2.78910 1.27649 3.49791 0.1 0.1 0.0
H -0.88134 -1.14500 0.68225 0.1 0.0 0.1
H -3.03071 4.23061 -0.42042 0.0 0.1 0.0
C -1.32895 3.14227 -1.06451 -0.5 0.7 0.0
H -5.14966 -3.29222 0.22920 0.0 -0.1 -0.1
Cl 2.40344 -3.18629 -1.19558 0.0 0.0 0.0
C 1.95060 -0.83550 1.99394 0.1 0.1 -0.1
C 2.48361 -1.83788 -0.11301 0.0 0.1 0.1
C 1.92111 -1.93171 1.15234 0.0 -0.1 -0.1
H 1.15895 3.04708 3.25647 -0.1 0.0 0.0
C -5.44158 -2.68007 1.07807 0.0 0.2 -0.1
H -0.08555 3.56022 1.39543 0.0 0.1 -0.1
H -2.29704 0.70800 -0.79697 0.0 0.2 0.0
H 0.42725 0.69859 0.49613 -0.2 0.0 -0.2
C 0.69634 1.99620 -1.74968 0.7 0.0 -0.5
C 3.10832 -0.66719 -0.51644 0.0 -0.2 -0.1
H -2.45588 3.11951 0.80456 0.0 0.0 0.1
C -3.41403 -1.13780 0.97188 -0.3 0.0 -0.3
H -3.15016 -0.07525 1.00816 0.1 0.1 0.0

***

HOMO-LUMO gap in eV, matching the order above: 9.054, 9.701
LUMO level in eV, matching the order above: 1.05, -2.06
Highest occupied orbital energy in eV, matching the order above: -8.002, -11.764